{"formula": "C9H7NO4S", "method": "ωB97M-V/def2-TZVPD", "species": ["C", "C", "C", "C", "C", "C", "C", "C", "C", "N", "O", "O", "O", "O", "S", "H", "H", "H", "H", "H", "H", "H"], "xyz": [[3.0009, 0.7956, -0.4820], [2.3025, 1.9988, -0.4206], [2.3628, -0.4028, -0.1991], [0.9734, 1.9941, -0.0733], [1.0196, -0.4443, 0.1539], [0.3204, 0.7808, 0.2165], [-1.1044, -1.8174, 0.3527], [-1.9101, -0.7939, 0.4546], [0.3879, -1.7711, 0.4551], [-0.9855, 0.8073, 0.6037], [-3.6875, -1.3927, -1.1548], [-1.7002, 1.7585, 0.7588], [-3.0938, 0.9609, -0.9446], [-4.4586, -0.1181, 0.8022], [-3.5259, -0.2574, -0.2737], [4.0451, 0.7916, -0.7559], [2.8022, 2.9271, -0.6420], [2.9207, -1.3259, -0.2673], [0.3949, 2.9041, -0.0222], [-1.5525, -2.7920, 0.2066], [0.7969, -2.5179, -0.2316], [0.6912, -2.0852, 1.4630]], "forces_ev_per_a": [[-0.254, -0.149, 0.098], [-0.063, -0.032, 0.010], [0.072, 0.238, -0.054], [-0.229, -0.117, 0.065], [-0.384, 0.130, 0.085], [2.099, 0.703, -0.288], [0.320, -0.101, 0.397], [1.167, 2.883, -0.158], [-0.102, 0.013, 0.113], [-4.157, -2.437, -0.044], [-0.212, 0.017, 0.303], [2.181, -0.701, 0.491], [-0.640, -0.691, -0.018], [0.085, 0.105, 0.133], [0.214, -0.072, -0.901], [0.078, -0.003, -0.028], [0.033, 0.124, -0.042], [-0.024, -0.091, 0.027], [-0.007, 0.090, 0.009], [-0.198, 0.038, -0.193], [0.010, 0.070, 0.084], [0.010, -0.018, -0.085]], "lowdin_charge": [-0.033, -0.050, -0.017, 0.037, -0.115, -0.144, -0.065, 0.005, -0.108, -0.022, -0.317, 0.147, -0.324, -0.302, 0.417, 0.115, 0.113, 0.123, 0.128, 0.134, 0.133, 0.145], "e_lumo_ev": [-2.6, -2.6], "total_charge": 0, "homo_ev": [-9.1979, -9.1979], "fmax_ev_per_a": 4.82, "total_energy_ha": -1100.8758, "relative_energy_kcal_mol": 56.2}

{"formula": "C41H75IN3O5P", "method": "ωB97M-V/def2-TZVPD", "species": ["C", "C", "C", "C", "C", "C", "C", "C", "C", "O", "C", "C", "C", "N", "C", "I", "C", "C", "C", "P", "O", "O", "C", "C", "O", "C", "C", "N", "C", "C", "N", "C", "O", "H", "H", "H", "H", "H", "H", "H", "H", "H", "H", "H", "H", "H", "H", "H", "H", "H", "H", "H", "H", "H", "H", "H", "H", "H", "H", "H", "H", "H", "H", "H", "H", "H", "C", "C", "C", "C", "C", "C", "H", "H", "H", "H", "H", "H", "H", "H", "H", "H", "H", "H", "H", "H", "C", "C", "C", "C", "C", "C", "H", "H", "H", "H", "H", "H", "H", "H", "H", "H", "H", "H", "H", "H", "C", "C", "C", "C", "C", "C", "H", "H", "H", "H", "H", "H", "H", "H", "H", "H", "H", "H", "H", "H"], "xyz": [[-7.2298, 2.2385, 4.2056], [-6.7915, 2.3188, 2.6688], [-7.1000, 3.7135, 1.9956], [-7.0131, 3.7297, 0.4146], [-5.5420, 3.8070, -0.1783], [-4.5929, 2.6409, 0.2529], [-4.6917, 1.2080, -0.2047], [-3.7553, 0.1712, 0.2990], [-3.9648, -1.2986, -0.2677], [-3.0168, -1.5623, -1.3300], [-3.6270, -1.4027, -2.6210], [-2.5061, -1.1747, -3.7457], [-2.6531, 0.4964, 1.3005], [-1.8669, -0.5770, 1.7241], [-0.9195, -0.0939, 2.5747], [0.4404, -1.5958, 3.3908], [-0.7079, 1.3333, 3.0119], [0.4503, 1.7428, 4.0101], [1.9004, 1.6746, 3.3803], [2.1035, 2.5493, 1.7481], [0.9321, 3.3622, 1.3060], [3.4251, 3.6167, 1.8374], [3.4472, 4.3400, 0.5601], [4.9593, 4.8273, 0.3660], [2.5722, 1.3831, 0.6152], [3.7921, 0.7184, 1.0105], [4.7720, 0.4057, -0.1819], [-1.5340, 2.3388, 2.5930], [-2.5327, 1.9148, 1.7158], [-3.4979, 2.9691, 1.1982], [-3.3255, 4.3530, 1.7020], [-3.8165, 4.4143, 2.8527], [-4.4309, 4.3797, 3.8466], [-6.5614, 1.4433, 4.6721], [-7.0157, 3.1859, 4.7790], [-8.2847, 1.8616, 4.3480], [-5.7035, 2.0207, 2.6356], [-7.4248, 1.5395, 2.1336], [-6.4809, 4.5725, 2.3781], [-8.1801, 3.9624, 2.2564], [-7.6193, 2.8886, -0.0538], [-7.5359, 4.6842, 0.0768], [-5.5857, 3.8203, -1.3125], [-5.1313, 4.8237, 0.1137], [-5.4832, 0.9073, -0.9431], [-3.8373, -2.0735, 0.5417], [-5.0232, -1.3565, -0.6538], [-4.3593, -0.5412, -2.6742], [-4.1638, -2.3604, -2.9123], [-2.4848, -0.0632, -3.9606], [-2.8020, -1.7076, -4.6978], [-1.5023, -1.5864, -3.4424], [0.1948, 2.7637, 4.4314], [0.4178, 0.9972, 4.8554], [2.3209, 0.6296, 3.2890], [2.5935, 2.2060, 4.1132], [3.2043, 3.6768, -0.3155], [2.7571, 5.2256, 0.5556], [5.5753, 4.4122, 1.2187], [5.3949, 4.5408, -0.6343], [4.9668, 5.9509, 0.4746], [4.3873, 1.2727, 1.8025], [3.5031, -0.2737, 1.4942], [4.2343, 0.0359, -1.1007], [5.5157, -0.4020, 0.1127], [5.4020, 1.3071, -0.4678], [0.4590, 1.3394, -4.7344], [0.5706, 2.2252, -5.9686], [-0.7351, 2.3330, -6.7566], [-1.2579, 1.0173, -7.3396], [-0.2930, 0.2869, -8.2738], [0.0591, 1.0842, -9.5236], [0.2237, 0.3062, -4.9993], [1.4046, 1.3336, -4.1870], [-0.3181, 1.7082, -4.0596], [1.3777, 1.8594, -6.6100], [0.8646, 3.2303, -5.6496], [-0.5988, 3.0599, -7.5638], [-1.5094, 2.7524, -6.1043], [-2.1866, 1.2265, -7.8824], [-1.5345, 0.3420, -6.5231], [-0.7580, -0.6548, -8.5826], [0.6235, 0.0157, -7.7411], [-0.8399, 1.3337, -10.0932], [0.7163, 0.4992, -10.1714], [0.5800, 2.0119, -9.2773], [1.4493, -2.1413, -1.4930], [2.5363, -2.9809, -2.1519], [2.2591, -3.2822, -3.6250], [0.9958, -4.1026, -3.8985], [0.9344, -5.4611, -3.2001], [2.0445, -6.4126, -3.6293], [0.4892, -2.6614, -1.4800], [1.7189, -1.9192, -0.4574], [1.3196, -1.1907, -2.0180], [2.6741, -3.9087, -1.5890], [3.4849, -2.4375, -2.0839], [3.1271, -3.7993, -4.0470], [2.1802, -2.3356, -4.1720], [0.9126, -4.2561, -4.9803], [0.1143, -3.5201, -3.6107], [-0.0294, -5.9251, -3.4322], [0.9595, -5.3340, -2.1136], [2.0149, -6.5849, -4.7083], [1.9273, -7.3779, -3.1311], [3.0318, -6.0250, -3.3688], [2.1879, -1.5910, 7.3943], [3.7090, -1.6663, 7.3720], [4.2666, -2.2591, 6.0775], [3.8594, -3.7071, 5.7917], [4.2291, -4.7169, 6.8783], [5.7307, -4.8360, 7.1075], [1.7336, -2.5825, 7.3405], [1.8464, -1.1204, 8.3192], [1.8163, -0.9949, 6.5558], [4.0602, -2.2344, 8.2380], [4.1091, -0.6537, 7.4875], [5.3586, -2.1862, 6.1000], [3.9426, -1.6374, 5.2343], [4.3240, -4.0153, 4.8484], [2.7783, -3.7544, 5.6219], [3.8443, -5.6980, 6.5827], [3.7328, -4.4642, 7.8201], [6.2439, -5.1258, 6.1871], [5.9375, -5.5981, 7.8624], [6.1610, -3.8966, 7.4614]], "forces_ev_per_a": [[0.917, -0.727, -0.072], [-0.604, 0.052, 0.667], [-0.629, -0.249, -0.438], [-0.270, 0.428, -0.212], [-0.218, -0.263, -0.349], [2.504, -0.279, 1.735], [2.463, -0.119, 1.919], [-1.299, 1.712, -0.358], [0.166, 0.878, 0.596], [-1.238, 0.456, -0.063], [0.656, -0.625, -1.522], [-0.778, 0.252, 0.268], [-2.450, 0.488, -2.059], [1.566, 3.963, 2.018], [-0.471, 0.142, -0.497], [-0.857, 0.621, -0.507], [-0.825, 0.427, -0.428], [-0.843, -0.636, -0.601], [1.085, 0.591, 0.684], [-0.096, 1.514, -1.282], [1.042, -1.623, 0.427], [-1.975, -1.839, -0.744], [1.807, 0.651, -0.926], [-0.598, 0.435, 0.591], [0.314, 1.602, 1.936], [1.208, -1.720, 0.463], [0.272, 0.232, -0.202], [0.177, -3.443, -0.274], [-0.434, 0.170, -0.460], [-0.900, -2.200, -1.394], [-0.870, -1.087, 1.727], [-0.550, -0.968, -1.403], [1.167, 0.682, -0.536], [-0.880, 0.925, -0.398], [-0.466, -0.893, -0.708], [1.026, 0.803, -0.204], [-1.226, 0.400, -0.305], [1.042, 0.823, 0.405], [-0.483, -1.000, -0.129], [1.248, -0.237, -0.241], [0.862, 0.775, 0.693], [0.644, -1.119, 0.311], [-0.095, -0.114, 1.234], [-0.153, -1.459, -0.191], [0.877, 0.388, 0.923], [0.045, 0.880, -0.870], [1.036, -0.025, 0.381], [0.783, -0.882, 0.309], [0.297, 1.016, 0.599], [0.486, -1.313, 0.191], [0.204, 0.613, 1.025], [-1.060, 0.633, -0.106], [0.424, -1.194, -0.786], [0.156, 0.806, -0.738], [-0.752, 1.099, 0.055], [-0.740, -0.578, -0.929], [-0.082, 0.474, 1.081], [0.500, -1.108, 0.284], [-0.587, 0.353, -1.125], [-0.500, 0.262, 1.144], [0.239, -1.164, -0.256], [-0.849, -0.296, -0.935], [0.226, 1.121, -0.646], [0.380, 0.429, 1.012], [-1.026, 0.937, -0.132], [-0.945, -0.944, 0.310], [0.142, -0.018, 0.003], [-0.100, 0.066, 0.081], [0.037, 0.056, -0.123], [-0.009, -0.074, 0.122], [-0.124, 0.023, -0.049], [0.138, -0.083, -0.014], [-0.027, 0.014, 0.045], [-0.076, -0.039, 0.045], [0.019, -0.066, -0.015], [-0.033, 0.017, -0.041], [0.013, -0.037, -0.065], [-0.027, -0.027, 0.012], [0.046, -0.012, -0.003], [0.035, -0.019, -0.002], [0.004, 0.036, -0.008], [0.043, 0.011, 0.065], [-0.039, 0.009, 0.025], [0.039, 0.038, 0.028], [-0.035, 0.082, -0.024], [-0.043, -0.012, -0.034], [0.052, -0.046, 0.107], [-0.022, 0.139, -0.071], [0.108, -0.097, -0.036], [-0.092, 0.088, 0.058], [-0.019, -0.003, -0.126], [-0.016, -0.076, 0.136], [-0.007, 0.069, 0.014], [-0.096, 0.051, -0.022], [-0.051, -0.030, 0.024], [0.015, -0.021, -0.049], [0.006, -0.081, -0.009], [-0.037, 0.006, -0.014], [0.003, -0.014, 0.041], [-0.002, -0.015, 0.033], [0.038, -0.005, -0.007], [0.014, 0.052, 0.060], [-0.017, 0.038, -0.030], [0.045, 0.026, 0.032], [0.063, 0.016, -0.065], [-0.019, -0.024, -0.048], [0.007, 0.030, 0.152], [-0.029, 0.091, -0.127], [0.138, -0.025, 0.038], [-0.132, 0.026, -0.016], [0.037, -0.036, -0.116], [-0.027, -0.046, 0.143], [-0.027, 0.048, -0.033], [-0.059, -0.028, -0.066], [-0.022, -0.070, 0.005], [0.038, -0.015, -0.039], [0.033, -0.068, 0.025], [-0.030, -0.016, -0.023], [-0.008, 0.003, 0.036], [-0.010, -0.010, 0.037], [0.024, 0.018, -0.002], [-0.040, 0.060, 0.037], [-0.016, 0.016, -0.042], [0.005, 0.050, 0.032], [0.063, 0.044, -0.049], [0.019, -0.038, -0.037]], "lowdin_charge": [-0.126, -0.252, -0.214, -0.205, -0.157, -0.124, 0.037, -0.060, -0.171, -0.171, -0.260, -0.070, -0.135, 0.092, -0.573, 0.851, -0.260, -0.193, -0.238, 0.644, -0.274, -0.269, -0.273, -0.078, -0.244, -0.313, -0.075, 0.164, -0.105, -0.109, 0.149, -0.283, 0.179, 0.072, 0.071, 0.069, 0.086, 0.113, 0.100, 0.117, 0.112, 0.111, 0.119, 0.113, 0.112, 0.126, 0.117, 0.111, 0.120, 0.068, 0.075, 0.064, 0.130, 0.077, 0.021, 0.111, 0.110, 0.119, 0.078, 0.073, 0.070, 0.119, 0.110, 0.073, 0.087, 0.078, -0.114, -0.270, -0.227, -0.228, -0.272, -0.115, 0.057, 0.068, 0.075, 0.099, 0.105, 0.100, 0.109, 0.110, 0.087, 0.104, 0.098, 0.075, 0.069, 0.065, -0.101, -0.267, -0.224, -0.226, -0.270, -0.115, 0.068, 0.059, 0.073, 0.100, 0.095, 0.101, 0.106, 0.110, 0.087, 0.105, 0.100, 0.074, 0.069, 0.065, -0.112, -0.268, -0.228, -0.230, -0.271, -0.113, 0.068, 0.072, 0.043, 0.099, 0.105, 0.102, 0.099, 0.110, 0.094, 0.105, 0.099, 0.075, 0.070, 0.065], "e_lumo_ev": -0.7, "total_charge": 0, "homo_ev": -8.4441, "smiles": "CCCCCc1cc(COCC)c2nc(I)c(CCP(=O)(OCC)OCC)nc2c1N=C=O.CCCCCC.CCCCCC.CCCCCC", "fmax_ev_per_a": 4.72, "total_energy_ha": -2786.6796}